Record 1
ORCA calculation (ωB97M-V with the def2-TZVPD basis set) on C11H9IO in the gas phase.

Properties
structure (SMILES)	I[C@H](c1ccccc1)c1ccco1
total charge	0
energy relative to the best compared isomer or geometry (same formula, charge and spin)	0.0	kcal per mole
frontier orbital gap	0.328	Ha

CARTESIAN COORDINATES (ANGSTROEM)
I 3.206322 -0.786018 -0.001637
C 1.273624 -0.108410 0.702229
C 0.129857 -1.011131 0.382983
C -0.977114 -0.958028 1.226276
C -2.083179 -1.752198 0.988809
C -2.097875 -2.618764 -0.091940
C -1.006196 -2.669776 -0.940172
C 0.097126 -1.866582 -0.708464
C 1.015015 1.389506 0.102843
C 0.758376 1.876766 -1.139172
C 0.750220 3.287892 -0.991060
C 1.006864 3.534908 0.321213
O 1.170294 2.382382 0.992659
H 1.388824 0.034291 1.774474
H -0.969960 -0.287345 2.074400
H -2.931247 -1.699981 1.654611
H -2.956036 -3.249418 -0.268081
H -1.008083 -3.342578 -1.785246
H 0.941126 -1.924425 -1.379610
H 0.599065 1.315121 -2.035800
H 0.588432 4.011959 -1.762015
H 1.104549 4.441833 0.882695

Atomic forces in eV per Å
I -0.2 0.1 0.2
C -0.2 3.1 -1.2
C -0.1 -0.3 0.0
C 0.0 0.0 0.0
C 0.0 0.0 0.0
C 0.0 0.0 0.0
C -0.1 0.0 0.0
C 0.1 0.0 0.0
C 0.6 -3.1 0.6
C 0.0 -0.3 0.5
C 0.1 0.2 0.5
C -0.1 0.5 -0.7
O 0.1 -0.2 0.4
H 0.0 -0.1 -0.1
H 0.0 0.1 0.1
H -0.1 0.0 0.1
H -0.1 -0.1 0.0
H 0.0 0.0 -0.1
H 0.1 0.0 0.0
H 0.0 -0.2 -0.2
H -0.1 0.2 -0.1
H 0.0 0.1 0.1

Record 2
ORCA calculation (ωB97M-V with the def2-TZVPD basis set) on a gas-phase ion, C11H9N2O (charge +1).

Properties
total charge	+1
energy relative to the best compared isomer or geometry (same formula, charge and spin)	76.5	kcal per mole
frontier orbital gap (alpha / beta)	0.270 / 0.209	Ha

CARTESIAN COORDINATES (ANGSTROEM)
C 2.934976 -0.836967 -0.065505
C 3.387530 0.422592 0.230042
C 1.584596 -1.014065 -0.424953
C 2.530162 1.513992 0.216865
C 0.685346 0.031228 -0.458470
C 1.151557 1.351365 -0.031938
C -2.772712 -0.556463 0.719872
C -3.290092 0.712290 0.311063
C -1.512934 -0.952870 0.274638
C -2.467108 1.575223 -0.418802
C -0.819101 -0.113835 -0.732963
N -1.304503 1.169023 -0.953404
N 0.340661 2.422837 0.053962
O 0.595334 3.568202 -0.145943
H 3.405601 -1.808609 -0.110524
H 4.455843 0.752318 0.398001
H 1.347973 -1.957370 -0.607079
H 3.018543 2.384630 0.537919
H -3.462255 -0.996660 1.353811
H -4.263083 0.847609 0.810286
H -0.879958 -1.756547 0.503084
H -2.839476 2.548509 -0.605476
H -0.801949 -0.603108 -1.693590

Atomic forces in eV per Å
C -1.5 -0.5 -0.6
C 1.9 1.1 -0.1
C 1.0 4.3 1.0
C -0.6 -1.7 0.1
C 0.4 1.8 1.8
C 2.7 -2.6 -1.0
C 2.2 1.1 -2.0
C 0.7 -1.5 1.0
C -1.7 1.4 -0.2
C 0.3 -1.5 -0.4
C 0.6 0.2 1.0
N -2.0 2.7 0.3
N -2.1 1.6 -0.9
O 0.0 -1.5 0.5
H 1.2 0.5 0.3
H -1.2 -1.2 0.0
H -1.6 -3.9 -1.1
H -0.2 1.6 0.1
H -0.4 -1.8 1.4
H 0.4 1.0 -1.0
H -0.1 -1.6 1.0
H 0.2 1.0 -0.4
H -0.3 -0.6 -0.8

Record 3
ORCA calculation (ωB97M-V with the def2-TZVPD basis set) on a molecular structure, C11H9N4O2S4V.

Properties
total charge	0
multiplicity	3
<S²>	2.033
frontier orbital gap (alpha / beta)	0.252 / 0.257	Ha

CARTESIAN COORDINATES (ANGSTROEM)
V -0.741207 0.239946 -0.766560
S -0.729098 -3.473674 1.586414
C -0.728630 -2.039225 0.842345
S -1.994278 -1.564953 -0.328753
S 0.559683 -0.835561 0.936429
N 3.791142 5.789118 -3.083928
C 2.844875 4.800679 -3.069586
C 1.664145 4.938128 -3.814251
C 0.728095 3.929926 -3.833044
C 0.953950 2.760957 -3.109830
C 2.119836 2.609854 -2.367555
C 3.058501 3.620562 -2.346744
S -0.285024 1.547413 -3.097726
O 0.351262 0.313988 -2.486259
O -0.876752 1.383891 -4.379900
N -1.401631 1.897593 -1.985009
C -1.151983 2.688983 -0.852899
N -0.889565 3.990693 -0.885648
C -0.774422 4.583231 0.293835
C -0.894839 3.918870 1.514499
C -1.096448 2.557310 1.457846
N -1.234998 1.961605 0.269694
H 3.544752 6.696729 -3.430177
H 4.525280 5.767776 -2.399886
H 1.495000 5.843354 -4.383397
H -0.177427 4.049629 -4.412735
H 2.302975 1.695354 -1.818525
H 3.972718 3.492236 -1.781251
H -0.566926 5.647606 0.274640
H -0.803367 4.443362 2.452526
H -1.140993 1.903090 2.318593

Atomic forces in eV per Å
V 0.3 -0.9 0.3
S -0.1 0.0 0.2
C 0.4 0.0 -0.3
S 0.1 0.1 0.1
S -0.6 0.0 -0.3
N 0.1 0.0 0.0
C 0.0 0.0 0.0
C 0.0 0.0 0.0
C 0.0 0.0 -0.1
C 0.1 0.1 -0.1
C 0.0 0.0 0.1
C -0.1 0.0 0.0
S -0.2 -0.1 0.5
O -0.4 0.5 0.1
O 0.1 0.0 0.0
N 0.3 0.3 0.5
C -0.2 0.1 -0.9
N -0.1 0.0 -0.2
C 0.0 0.0 0.1
C 0.0 -0.1 0.0
C 0.0 0.0 -0.1
N 0.3 -0.1 0.1
H 0.0 0.1 0.0
H 0.0 0.0 0.0
H 0.0 0.0 0.0
H 0.0 -0.1 0.0
H 0.0 0.0 0.0
H 0.0 0.0 0.0
H 0.0 0.0 0.0
H 0.0 0.0 0.0
H 0.0 0.1 0.1

Record 4
ORCA calculation (ωB97M-V with the def2-TZVPD basis set) on a molecular structure, C12H10AuClN3O5.

Properties
total charge	+1
energy relative to the best compared isomer or geometry (same formula, charge and spin)	4.1	kcal per mole
frontier orbital gap	0.230	Ha

CARTESIAN COORDINATES (ANGSTROEM)
Au 0.076700 -0.637800 0.004800
O -1.145400 3.380200 -0.054400
C -1.105700 2.165600 -0.039800
N 0.008400 1.435100 -0.048500
C 1.238800 2.186600 0.026600
C 2.436600 1.306400 -0.001200
C 3.726800 1.838400 -0.012100
C 4.804500 0.974400 -0.008900
C 4.585700 -0.397000 -0.004200
C 3.277900 -0.851700 0.004400
N 2.264200 -0.006000 0.009700
C -2.363300 1.339100 -0.008100
C -3.602200 1.972200 -0.001400
C -4.731200 1.169100 0.008000
C -4.595100 -0.210200 0.010100
C -3.314200 -0.758500 0.009900
N -2.264900 0.032400 0.004500
H 1.240200 2.775800 0.955600
H 1.274500 2.910100 -0.802300
H 3.858600 2.909600 -0.019900
H 5.809500 1.368200 -0.013300
H 5.404500 -1.098000 -0.009700
H 3.019500 -1.901000 0.011700
H -3.627200 3.052800 -0.014000
H -5.713200 1.623900 -0.002100
H -5.456500 -0.860200 0.002800
H -3.127700 -1.823100 0.014000
O -0.128400 -4.340800 1.154500
Cl -0.106500 -3.578700 -0.001400
O -0.126800 -4.296600 -1.185200
O 1.063700 -2.672900 0.017400
O -1.200900 -2.601900 0.016800

Atomic forces in eV per Å
Au 1.6 4.5 0.0
O 0.6 -0.6 0.0
C -2.4 0.1 0.1
N 0.9 -2.2 -0.1
C 0.7 0.4 0.1
C 0.3 1.2 0.0
C -0.4 -0.3 0.0
C 0.0 0.0 0.0
C -0.4 0.1 0.0
C 0.8 -0.9 0.0
N -2.5 -0.9 0.0
C -0.6 1.5 -0.1
C 0.5 -0.4 0.0
C -0.2 0.1 0.0
C 0.3 0.0 0.0
C -0.9 -0.5 0.0
N 2.3 -1.1 0.0
H 0.1 0.0 -0.2
H 0.0 -0.2 0.2
H 0.0 0.1 0.0
H 0.1 0.0 0.0
H 0.0 -0.1 0.0
H 0.1 0.0 0.0
H 0.0 0.0 0.0
H 0.0 0.0 0.0
H 0.0 -0.1 0.0
H -0.1 0.1 0.0
O 0.2 -1.1 1.3
Cl -1.1 0.8 0.1
O 0.2 -1.0 -1.4
O 0.8 1.0 0.0
O -0.8 -0.3 0.0

| no. | maximum force (eV/Å) | molecular weight (u) | E (eV) |
| --- | --- | --- | --- |
| 1 | 3.31 | 284.1 | -21700.2395 |
| 2 | 4.56 | 185.2 | -16567.4950 |
| 3 | 0.99 | 408.4 | -90637.9132 |
| 4 | 4.77 | 508.6 | -43512.1091 |